(1)
The following is a quantum chemistry calculation of a molecular structure, C3H6Br2O2 at a distorted geometry, from the Open Molecules 2025 dataset.

Each line ends with the natural charge from an NBO analysis.
Atoms and positions in Å:
C: 0.463 1.117 -1.323  -0.638
C: -0.044 0.449 -0.081  -0.376
C: -0.483 -0.990 -0.199  0.762
O: -1.238 -1.390 -1.051  -0.587
O: -0.067 -1.708 0.816  -0.665
Br: -1.716 1.250 0.356  0.058
Br: -5.372 0.054 -0.287  -0.223
H: 0.095 2.149 -1.400  0.239
H: 0.254 0.521 -2.300  0.243
H: 1.616 1.118 -1.208  0.215
H: 0.796 0.563 0.743  0.251
H: -4.134 -0.701 -0.102  0.222
H: -0.083 -2.602 0.659  0.498

Calculated values
Gap between HOMO and LUMO: 10.8 eV
ΔE to the lowest compared entry with this formula, charge and spin: 13.4 kcal per mole
Calculated total energy: -5416.40542 hartree

(2)
The following is a quantum chemistry calculation of 2 unconnected molecules or ions with the total composition C3H6Br2S at a distorted geometry, from the Open Molecules 2025 dataset.

Each line ends with the natural charge from an NBO analysis.
Atoms and positions in Å:
C: 0.506 -0.830 -0.750  -0.608
C: -1.827 1.105 0.907  -0.440
C: 0.863 0.325 -0.017  -0.250
S: 1.998 -1.592 -1.662  -0.053
Br: -1.845 1.055 2.773  0.066
Br: 1.305 1.939 -0.811  0.112
H: -0.294 -0.630 -1.517  0.242
H: -0.023 -1.713 -0.162  0.256
H: -2.094 2.040 0.494  0.174
H: -2.625 0.437 0.493  0.179
H: 1.415 0.042 0.954  0.210
H: 2.622 -2.178 -0.702  0.112

Calculated values
Gap between HOMO and LUMO (alpha / beta): 8.5 / 7.5 eV
ΔE to the lowest compared entry with this formula, charge and spin: 91.2 kcal per mole
Calculated total energy: -5663.95501 hartree

(3)
The following is a quantum chemistry calculation of a molecular structure, C3H6BrCl3Si at a distorted geometry, from the Open Molecules 2025 dataset.

Each line ends with the natural charge from an NBO analysis.
Atoms and positions in Å:
C: -1.674 -0.196 -0.300  -0.653
C: -0.764 -0.515 0.835  -0.512
C: 0.684 -0.555 0.392  -0.465
Si: 1.382 0.886 -0.671  1.281
Cl: 1.879 -0.415 1.835  -0.065
Cl: 0.833 2.634 0.234  -0.349
Cl: 3.379 0.720 -0.775  -0.323
Br: 1.053 -2.249 -0.510  0.051
H: -1.597 -0.777 -1.360  0.238
H: -2.765 -0.192 -0.102  0.242
H: -1.594 0.952 -0.563  0.221
H: -0.983 -1.404 1.475  0.237
H: -0.591 0.398 1.581  0.245
H: 0.757 0.714 -2.071  -0.147

Calculated values
Gap between HOMO and LUMO: 10.9 eV
ΔE to the lowest compared entry with this formula, charge and spin: 46.5 kcal per mole
Calculated total energy: -4362.07015 hartree

> Among the records above, which one has the lowest ΔE to the lowest compared entry with this formula, charge and spin?

C3H6Br2O2

> Look up the calculated total energy of the second one.

-5663.95501 hartree

> The highest calculated total energy belongs to which entry?

C3H6BrCl3Si